No. 1
{
  "formula": "C21H25Cl2N2O8P2Ti",
  "method": "ωB97M-V/def2-TZVPD",
  "species": ["Ti", "O", "P", "O", "O", "O", "P", "O", "O", "O", "H", "H", "O", "C", "C", "C", "C", "C", "C", "C", "C", "N", "H", "H", "H", "H", "H", "H", "H", "H", "H", "H", "H", "Cl", "C", "Cl", "H", "H", "C", "C", "C", "C", "C", "C", "N", "C", "C", "C", "C", "C", "C", "H", "H", "H", "H", "H", "H", "H", "H", "H", "H"],
  "coordinates": [[-0.02, -0.16, 0.27], [0.50, -1.70, 4.06], [0.94, -0.51, 3.12], [1.21, 0.75, 3.80], [-0.14, -0.48, 2.01], [2.26, -1.16, 2.38], [2.46, -0.60, 0.88], [3.95, -0.90, 0.53], [2.08, 0.83, 0.79], [1.48, -1.36, -0.02], [0.65, -1.47, 4.99], [4.30, -1.76, 0.78], [0.30, 0.08, -1.81], [1.51, 0.72, -2.26], [1.23, 2.10, -2.84], [0.10, 2.81, -2.08], [0.33, 3.00, -0.60], [0.96, 4.17, -0.18], [1.08, 4.45, 1.17], [0.49, 3.58, 2.07], [-0.11, 2.44, 1.58], [-0.15, 2.10, 0.28], [-0.23, -0.13, -2.59], [2.02, 0.09, -3.00], [2.15, 0.80, -1.38], [0.92, 2.01, -3.89], [2.14, 2.69, -2.81], [-0.83, 2.26, -2.22], [-0.03, 3.80, -2.52], [1.35, 4.85, -0.92], [1.60, 5.33, 1.50], [0.51, 3.76, 3.13], [-0.58, 1.75, 2.27], [0.17, -3.82, 1.31], [-0.36, -4.25, -0.33], [-0.56, -2.82, -1.38], [-1.32, -4.75, -0.25], [0.40, -4.89, -0.77], [-4.46, -3.55, 0.75], [-4.60, -2.80, -0.41], [-3.75, -1.75, -0.67], [-2.73, -1.42, 0.22], [-2.63, -2.13, 1.42], [-3.48, -3.20, 1.67], [-1.83, -0.34, -0.07], [-2.57, 0.84, -0.38], [-2.84, 1.22, -1.70], [-3.62, 2.34, -1.95], [-4.12, 3.10, -0.90], [-3.88, 2.71, 0.41], [-3.12, 1.58, 0.66], [-5.11, -4.38, 0.95], [-5.39, -3.03, -1.11], [-3.86, -1.18, -1.58], [-1.92, -1.82, 2.16], [-3.37, -3.76, 2.59], [-2.48, 0.61, -2.51], [-3.83, 2.62, -2.97], [-4.73, 3.97, -1.10], [-4.30, 3.27, 1.23], [-2.96, 1.23, 1.68]],
  "largest_force_ev_per_a": 3.8,
  "de_lowest_kcal_mol": 16.6,
  "total_charge": 1,
  "energy_ev": -108285.145
}



No. 2
{
  "formula": "C34H34ClKN6PSe2",
  "method": "ωB97M-V/def2-TZVPD",
  "species": ["K", "Se", "Se", "C", "C", "C", "C", "C", "N", "C", "C", "C", "C", "C", "N", "H", "H", "H", "H", "H", "H", "H", "H", "Cl", "C", "C", "C", "C", "C", "C", "P", "C", "C", "C", "C", "C", "C", "C", "C", "C", "C", "C", "C", "H", "H", "H", "H", "H", "H", "H", "H", "H", "H", "H", "H", "H", "H", "C", "N", "C", "N", "C", "N", "C", "N", "C", "C", "H", "H", "H", "H", "H", "H", "H", "H", "H", "H", "H", "H"],
  "coordinates": [[-0.04, -0.38, 1.20], [-1.20, 1.52, 4.39], [1.07, 1.03, 4.33], [1.65, 2.12, 2.83], [2.45, 3.22, 3.08], [2.92, 3.95, 2.00], [2.59, 3.55, 0.72], [1.79, 2.43, 0.56], [1.32, 1.72, 1.60], [-1.97, -0.24, 4.20], [-3.01, -0.57, 5.05], [-3.61, -1.82, 4.91], [-3.13, -2.69, 3.95], [-2.08, -2.27, 3.15], [-1.52, -1.06, 3.25], [2.68, 3.50, 4.10], [3.54, 4.82, 2.16], [2.94, 4.10, -0.15], [1.51, 2.07, -0.42], [-3.33, 0.12, 5.82], [-4.43, -2.11, 5.56], [-3.56, -3.68, 3.82], [-1.68, -2.93, 2.39], [-1.67, -2.00, -0.42], [-1.90, -1.78, -2.15], [-2.37, -2.84, -2.90], [-2.56, -2.65, -4.26], [-2.28, -1.42, -4.84], [-1.82, -0.36, -4.06], [-1.62, -0.52, -2.69], [-0.92, 0.77, -1.60], [-0.77, 2.21, -2.72], [-1.79, 3.12, -2.97], [-1.60, 4.17, -3.86], [-0.38, 4.31, -4.51], [0.65, 3.41, -4.27], [0.46, 2.37, -3.37], [-2.36, 1.24, -0.56], [-2.11, 2.12, 0.49], [-3.15, 2.55, 1.32], [-4.44, 2.07, 1.12], [-4.69, 1.19, 0.08], [-3.66, 0.78, -0.76], [-2.58, -3.79, -2.43], [-2.92, -3.47, -4.87], [-2.43, -1.27, -5.90], [-1.62, 0.59, -4.52], [-2.75, 3.01, -2.47], [-2.40, 4.87, -4.05], [-0.23, 5.13, -5.20], [1.60, 3.53, -4.77], [1.26, 1.67, -3.18], [-1.11, 2.51, 0.65], [-2.94, 3.24, 2.12], [-5.24, 2.40, 1.76], [-5.69, 0.82, -0.09], [-3.88, 0.10, -1.58], [2.02, -2.74, -0.52], [3.28, -3.46, -0.71], [3.62, -4.14, 0.55], [3.76, -3.19, 1.67], [2.49, -2.48, 1.81], [2.10, -1.75, 0.58], [3.20, -0.81, 0.26], [4.48, -1.49, 0.08], [4.33, -2.48, -1.00], [4.79, -2.21, 1.32], [1.23, -3.46, -0.29], [1.76, -2.22, -1.44], [4.57, -4.67, 0.42], [2.84, -4.86, 0.79], [2.57, -1.77, 2.64], [1.70, -3.20, 2.06], [3.30, -0.09, 1.07], [2.95, -0.28, -0.66], [5.28, -3.00, -1.14], [4.09, -1.96, -1.93], [4.90, -1.50, 2.14], [5.74, -2.74, 1.20]],
  "largest_force_ev_per_a": 0.9,
  "de_lowest_kcal_mol": 0.0,
  "total_charge": 1,
  "energy_ev": -213575.700
}



No. 3
{
  "formula": "C5H7NO3",
  "method": "ωB97M-V/def2-TZVPD",
  "species": ["C", "N", "C", "C", "C", "C", "O", "O", "O", "H", "H", "H", "H", "H", "H", "H"],
  "coordinates": [[-0.21, -1.46, 0.20], [-0.42, -0.14, -0.37], [-2.53, 0.16, -0.15], [-0.14, 1.02, -0.02], [1.87, 0.58, -0.44], [2.71, -0.07, 0.33], [-3.10, 1.36, -0.32], [-3.14, -0.83, 0.07], [-0.35, 2.19, 0.00], [-2.41, 2.05, -0.32], [2.07, 1.17, -1.33], [0.10, -1.41, 1.24], [-1.17, -1.98, 0.14], [0.53, -1.98, -0.40], [2.40, -0.65, 1.19], [3.78, -0.02, 0.17]],
  "largest_force_ev_per_a": 6.0,
  "de_lowest_kcal_mol": 149.6,
  "energy_ev": -12925.695
}



No. 4
{
  "formula": "C62H63O5S",
  "method": "ωB97M-V/def2-TZVPD",
  "species": ["C", "O", "S", "O", "O", "C", "O", "O", "H", "H", "H", "C", "C", "C", "C", "C", "C", "H", "H", "H", "H", "H", "H", "C", "C", "C", "C", "C", "C", "H", "H", "H", "H", "H", "H", "C", "C", "C", "C", "C", "C", "H", "H", "H", "H", "H", "H", "C", "C", "C", "C", "C", "C", "H", "H", "H", "H", "H", "H", "C", "C", "C", "C", "C", "C", "H", "H", "H", "H", "H", "H", "C", "C", "C", "C", "C", "C", "H", "H", "H", "H", "H", "H", "C", "C", "C", "C", "C", "C", "H", "H", "H", "H", "H", "H", "C", "C", "C", "C", "C", "C", "H", "H", "H", "H", "H", "H", "C", "C", "C", "C", "C", "C", "H", "H", "H", "H", "H", "H", "C", "C", "C", "C", "C", "C", "H", "H", "H", "H", "H", "H"],
  "coordinates": [[-3.08, -1.19, 0.84], [-3.78, -1.62, 2.05], [-5.27, -2.32, 1.72], [-5.49, -2.57, 0.25], [-6.42, -1.13, 2.13], [-6.39, -0.03, 1.16], [-5.72, 1.00, 1.52], [-7.07, -0.04, -0.04], [-1.99, -0.96, 1.17], [-2.99, -2.00, 0.04], [-3.53, -0.22, 0.43], [-0.16, -3.38, 0.63], [1.02, -3.01, 1.26], [2.22, -2.99, 0.55], [2.23, -3.31, -0.81], [1.04, -3.68, -1.44], [-0.15, -3.71, -0.73], [-1.09, -3.41, 1.18], [1.01, -2.75, 2.31], [3.14, -2.71, 1.04], [3.16, -3.29, -1.36], [1.05, -3.93, -2.50], [-1.07, -4.00, -1.22], [3.56, 1.22, -2.21], [3.46, 2.16, -1.20], [2.44, 2.07, -0.26], [1.52, 1.03, -0.33], [1.62, 0.08, -1.35], [2.64, 0.18, -2.29], [4.36, 1.29, -2.95], [4.19, 2.97, -1.14], [2.36, 2.81, 0.53], [0.72, 0.96, 0.40], [0.90, -0.73, -1.40], [2.71, -0.56, -3.09], [2.54, 7.37, 1.10], [3.72, 7.91, 0.59], [4.32, 7.34, -0.53], [3.73, 6.24, -1.15], [2.55, 5.71, -0.65], [1.96, 6.27, 0.48], [2.08, 7.81, 1.97], [4.17, 8.77, 1.07], [5.24, 7.76, -0.92], [4.20, 5.81, -2.03], [2.09, 4.85, -1.13], [1.04, 5.85, 0.87], [-9.78, -1.65, -0.13], [-9.59, -1.78, 1.24], [-10.67, -2.06, 2.07], [-11.95, -2.21, 1.53], [-12.14, -2.08, 0.16], [-11.06, -1.80, -0.67], [-8.94, -1.43, -0.77], [-8.60, -1.67, 1.66], [-10.53, -2.15, 3.14], [-12.79, -2.43, 2.18], [-13.13, -2.20, -0.27], [-11.21, -1.69, -1.74], [6.08, -4.47, -0.88], [7.26, -3.93, -1.39], [7.86, -4.49, -2.51], [7.27, -5.59, -3.13], [6.09, -6.13, -2.63], [5.50, -5.57, -1.50], [5.62, -4.03, -0.01], [7.71, -3.07, -0.91], [8.78, -4.08, -2.90], [7.74, -6.03, -4.01], [5.63, -6.99, -3.12], [4.58, -5.99, -1.11], [5.26, 11.28, 4.57], [4.41, 10.95, 5.61], [3.09, 10.59, 5.34], [2.63, 10.57, 4.03], [3.49, 10.90, 2.99], [4.80, 11.26, 3.26], [6.29, 11.56, 4.78], [4.76, 10.97, 6.64], [2.42, 10.34, 6.16], [1.60, 10.28, 3.82], [3.13, 10.87, 1.96], [5.47, 11.52, 2.44], [10.56, -1.57, 1.91], [11.74, -1.03, 1.41], [12.34, -1.60, 0.28], [11.75, -2.70, -0.34], [10.57, -3.23, 0.17], [9.98, -2.67, 1.29], [10.10, -1.13, 2.79], [12.20, -0.17, 1.89], [13.26, -1.18, -0.11], [12.22, -3.13, -1.22], [10.12, -4.09, -0.32], [9.06, -3.10, 1.69], [-14.84, -2.75, -2.95], [-13.67, -2.22, -3.48], [-13.08, -2.79, -4.60], [-13.68, -3.89, -5.21], [-14.85, -4.43, -4.69], [-15.43, -3.86, -3.55], [-15.29, -2.30, -2.07], [-13.21, -1.35, -3.01], [-12.17, -2.38, -5.01], [-13.22, -4.34, -6.09], [-15.31, -5.28, -5.16], [-16.34, -4.28, -3.14], [-8.14, -6.70, 3.67], [-7.18, -7.70, 3.67], [-6.09, -7.62, 2.81], [-5.95, -6.53, 1.96], [-6.91, -5.52, 1.97], [-8.01, -5.61, 2.82], [-9.00, -6.76, 4.34], [-7.28, -8.55, 4.34], [-5.34, -8.41, 2.81], [-5.10, -6.46, 1.30], [-6.80, -4.66, 1.31], [-8.76, -4.82, 2.82], [9.01, 4.53, -3.00], [8.91, 5.48, -1.99], [7.89, 5.39, -1.05], [6.97, 4.35, -1.12], [7.07, 3.40, -2.14], [8.09, 3.49, -3.08], [9.81, 4.60, -3.74], [9.63, 6.28, -1.93], [7.81, 6.13, -0.26], [6.17, 4.27, -0.39], [6.35, 2.59, -2.19], [8.16, 2.76, -3.88]],
  "largest_force_ev_per_a": 7.1,
  "total_charge": -1,
  "energy_ev": -86388.309
}



No. 5
{
  "formula": "CaH10N2O11",
  "method": "ωB97M-V/def2-TZVPD",
  "species": ["Ca", "N", "O", "O", "O", "N", "O", "O", "O", "O", "H", "H", "O", "H", "H", "O", "H", "H", "O", "H", "H", "O", "H", "H"],
  "coordinates": [[-6.36, -19.76, -16.63], [-8.64, -22.29, -17.60], [-7.54, -21.63, -17.61], [-8.78, -23.21, -16.80], [-9.56, -21.95, -18.38], [-7.62, -21.38, -13.77], [-7.31, -20.60, -14.73], [-8.52, -22.21, -13.87], [-6.98, -21.30, -12.70], [-5.05, -18.98, -14.47], [-4.19, -18.63, -14.69], [-5.04, -19.07, -13.51], [-4.32, -18.56, -17.20], [-4.14, -18.10, -18.03], [-3.51, -18.46, -16.68], [-4.64, -21.48, -16.62], [-4.89, -22.39, -16.38], [-3.69, -21.53, -16.78], [-8.43, -18.72, -17.17], [-8.68, -17.96, -17.70], [-9.27, -19.11, -16.88], [-6.15, -19.42, -19.01], [-6.33, -18.62, -19.52], [-5.81, -20.05, -19.65]],
  "largest_force_ev_per_a": 2.6,
  "de_lowest_kcal_mol": 43.2,
  "energy_ev": -44100.039
}



No. 6
{
  "formula": "C4H6N5O6",
  "method": "ωB97M-V/def2-TZVPD",
  "species": ["C", "C", "C", "C", "N", "N", "N", "N", "N", "O", "O", "O", "O", "O", "O", "H", "H", "H", "H", "H", "H"],
  "coordinates": [[-0.06, 1.06, 0.35], [-0.97, -0.27, -1.26], [-0.77, -0.32, 0.21], [0.15, -2.15, 1.61], [-0.08, -1.54, 0.44], [0.16, -2.11, -0.83], [1.35, 1.10, -0.19], [-0.36, -1.36, -1.79], [-0.35, 3.99, 0.21], [-0.80, 2.04, 0.63], [1.95, 2.12, 0.03], [1.82, 0.13, -0.73], [-0.11, -1.58, -2.95], [0.49, 4.11, 0.91], [-1.12, 4.37, -0.56], [-1.41, 0.51, -1.82], [-1.64, -0.27, 0.85], [1.14, -2.68, 1.62], [0.47, -1.34, 2.23], [-0.64, -2.92, 1.90], [0.77, -2.90, -0.85]],
  "largest_force_ev_per_a": 5.4,
  "de_lowest_kcal_mol": 189.8,
  "total_charge": 1,
  "energy_ev": -23958.945
}